No. 1
A 4-piece molecular cluster, C5H14O3 overall at a distorted geometry, computed with ωB97M-V/def2-TZVPD.

Calculated values
frontier orbital gap: 9.08 eV
SMILES: C=C/C=C/C.O.O.O
largest force on an atom: 2.3 eV Å⁻¹
relative energy (zero: lowest compared OMol25 entry of this formula, charge and spin): 187.3 kJ/mol

ORCA input file:
```
! RIJCOSX wB97M-V def2-TZVPD def2/J DEFGRID3
* xyz 0 1
C -1.92806 -1.82454 -0.60396
C -1.22312 -0.91841 0.06397
C -1.09055 0.51195 -0.29289
C 0.11220 1.08095 -0.25919
C 0.42384 2.54365 -0.26324
H -1.71067 -2.86527 -0.36387
H -2.57062 -1.73334 -1.46930
H -0.80427 -1.15810 1.03787
H -1.97126 1.13854 -0.35287
H 0.94997 0.38831 -0.17699
H 1.45970 2.67000 -0.60499
H 0.69784 2.78859 0.77748
H -0.30167 3.26623 -0.61777
O 3.25569 -2.53383 0.22512
H 3.62528 -2.06042 0.97740
H 2.32059 -2.53989 0.46997
O 1.30290 -0.54074 3.74427
H 2.21079 -0.26031 3.61601
H 0.74094 0.01518 3.19646
O -1.83548 0.73156 -2.67550
H -1.73560 1.42744 -3.33196
H -1.92845 -0.12754 -3.09601
*
```

No. 2
C31H28CoN4O6S as an isolated structure, computed with ωB97M-V/def2-TZVPD.

Calculated values
frontier orbital gap: 7.30 eV
largest force on an atom: 0.7 eV Å⁻¹
relative energy (zero: lowest compared OMol25 entry of this formula, charge and spin): 25.6 kJ/mol

ORCA input file:
```
! RIJCOSX wB97M-V def2-TZVPD def2/J DEFGRID3
* xyz 1 1
Co -0.07142 -0.29986 -0.27169
C 1.17497 -3.25365 2.47920
C 0.21912 -2.33333 1.77920
O 0.74602 -1.51426 0.97807
C -1.17536 -2.36096 2.05746
C -1.71039 -3.32627 2.95144
C -3.03387 -3.33747 3.27383
C -3.87802 -2.35415 2.71948
C -3.40219 -1.40295 1.86138
C -2.03537 -1.38217 1.48550
O -1.67964 -0.46976 0.63397
H 2.18681 -3.04823 2.14156
H 0.92847 -4.29343 2.26036
H 1.11221 -3.12402 3.55959
H -1.05203 -4.06580 3.38562
H -3.43198 -4.08115 3.94876
H -4.92875 -2.34935 2.98190
H -4.04646 -0.64400 1.43888
C -7.55382 0.15618 -1.45099
C -6.07440 0.15828 -1.71005
C -5.29114 -0.95412 -1.42063
C -3.92510 -0.95162 -1.65733
C -3.34070 0.17798 -2.20366
C -4.10265 1.29757 -2.52037
C -5.45945 1.28379 -2.26264
S -1.61603 0.20665 -2.52402
O -1.40589 0.80626 -3.80467
O -1.09049 -1.13570 -2.22521
N -0.86341 0.98856 -1.35401
C -0.54896 2.30131 -1.11376
C -0.92036 3.44653 -1.77392
C -0.45514 4.69410 -1.30417
C 0.36398 4.80880 -0.21445
C 0.78062 3.64371 0.47086
C 1.65056 3.62355 1.58429
C 2.01380 2.42972 2.14503
C 1.51739 1.22947 1.61211
N 0.69770 1.21927 0.58502
C 0.31412 2.40390 0.00896
H -7.88014 -0.78643 -1.01552
H -8.10754 0.31190 -2.37777
H -7.82867 0.96183 -0.76879
H -5.75642 -1.84085 -1.00788
H -3.31818 -1.81637 -1.42979
H -3.64337 2.16037 -2.98419
H -6.05836 2.15204 -2.50834
H -1.54520 3.39479 -2.65427
H -0.75988 5.58602 -1.83516
H 0.70991 5.77575 0.12429
H 2.02944 4.55738 1.98032
H 2.68265 2.38538 2.99202
H 1.79983 0.26944 2.01912
O 4.25280 4.75224 -2.78449
C 4.47981 3.69236 -3.68475
N 3.85055 2.55082 -3.05631
C 3.81897 1.35337 -3.67488
O 4.32049 1.16083 -4.76505
C 3.12037 0.23385 -2.95036
C 3.41602 -1.07350 -3.31423
C 2.76442 -2.11458 -2.67838
C 1.82388 -1.82143 -1.70983
N 1.53153 -0.56441 -1.36604
C 2.15696 0.44234 -1.98339
H 4.69181 5.54238 -3.11243
H 5.54706 3.50028 -3.83040
H 4.01693 3.86736 -4.65929
H 3.54042 2.68435 -2.10890
H 4.14147 -1.24353 -4.09887
H 2.96416 -3.14451 -2.93517
H 1.27949 -2.60097 -1.19636
H 1.84334 1.43863 -1.70381
*
```

No. 3
C33H53Cl2HfN8S2 as an isolated structure at a distorted geometry, computed with ωB97M-V/def2-TZVPD.

Calculated values
frontier orbital gap: 7.30 eV
largest force on an atom: 1.5 eV Å⁻¹

ORCA input file:
```
! RIJCOSX wB97M-V def2-TZVPD def2/J DEFGRID3
* xyz 3 1
Hf 0.40118 -0.78985 0.36173
Cl 2.30946 -2.08598 1.06390
C 1.68374 0.84521 -0.38335
C 3.07142 0.90840 -0.19860
C 3.78814 2.06652 -0.46046
C 3.13806 3.21479 -0.88771
C 1.77347 3.17396 -1.11562
Cl 0.95190 4.59639 -1.66326
C 1.07704 1.98656 -0.90167
S -0.62748 1.83150 -1.36507
H 3.60229 0.02093 0.12342
H 4.86237 2.09497 -0.32820
H 3.69047 4.12498 -1.07885
C -0.50560 -2.60002 2.81057
C -1.72697 -1.94974 3.46813
C -1.57203 -0.47534 3.82045
C -2.99409 -2.09627 2.66404
C -4.11788 -2.37742 3.42986
C -5.35307 -2.58743 2.85130
C -5.39269 -2.70813 1.47977
C -4.29012 -2.46937 0.65948
C -4.52443 -3.02498 -0.75589
C -3.29284 -3.63476 -1.42700
C -5.37593 -2.11128 -1.65650
C -3.10206 -1.95608 1.26245
N -2.05471 -1.33134 0.45894
C -2.52059 -0.76398 -0.61491
C -1.85071 -0.42933 -1.85634
C -2.33208 -0.92662 -3.03686
C -1.39978 -0.63160 -4.05333
C -0.39253 0.12199 -3.52888
N -0.62268 0.25134 -2.12521
C 0.74505 0.70477 -4.34433
C 0.58332 2.22905 -4.48576
C 2.12457 0.36998 -3.75780
C 0.69748 0.10071 -5.75583
H 0.27259 -2.79725 3.54605
H -0.05550 -1.95651 2.04246
H -0.77936 -3.54745 2.34740
H -1.89061 -2.49255 4.40023
H -1.35968 0.09358 2.91713
H -0.77317 -0.31688 4.54035
H -2.50605 -0.11430 4.25427
H -4.01159 -2.43559 4.50613
H -6.23632 -2.75335 3.45215
H -6.30422 -3.05850 1.01116
H -5.16679 -3.88583 -0.56763
H -2.51471 -2.90628 -1.63143
H -3.58611 -4.08827 -2.37453
H -2.88704 -4.42494 -0.79180
H -4.81302 -1.33601 -2.17432
H -6.14633 -1.61768 -1.06416
H -5.87909 -2.70537 -2.41932
H -3.60153 -0.73021 -0.72532
H -3.22334 -1.51030 -3.18403
H -1.50689 -0.95333 -5.07449
H 0.80380 2.75376 -3.56161
H -0.42659 2.48823 -4.80704
H 1.27761 2.58791 -5.24591
H 2.20417 0.61375 -2.70486
H 2.88323 0.93806 -4.29632
H 2.34814 -0.69107 -3.89138
H -0.19747 0.40779 -6.29717
H 0.74775 -0.98880 -5.72923
H 1.55954 0.45972 -6.31613
N -2.77110 4.98828 2.03184
C -3.47088 3.68648 2.28562
C -2.80039 2.59675 1.44318
N -1.37124 2.47042 1.71126
C -0.70454 3.75587 1.51241
C -1.31052 4.87579 2.35839
H -3.20421 5.74068 2.57075
H -2.87049 5.23226 1.04333
H -4.52614 3.78279 2.03423
H -3.38196 3.46788 3.34942
H -2.91996 2.84236 0.38227
H -3.29881 1.64410 1.62685
H -1.22326 2.17601 2.67361
H -0.78985 4.03030 0.45614
H 0.35372 3.65227 1.75094
H -0.81774 5.82587 2.15619
H -1.22467 4.65913 3.42289
C 3.57344 -0.27466 5.75861
N 2.46949 0.04743 4.85983
C 2.60725 0.34676 3.58135
N 3.80471 0.30162 3.01882
S 1.22418 0.86506 2.68488
H 3.16820 -0.55319 6.72575
H 4.23282 0.58510 5.89092
H 4.14802 -1.11814 5.37310
H 1.54535 0.13252 5.24567
H 4.63216 0.03977 3.53285
H 3.89940 0.57038 2.05454
N 1.01086 -2.24830 -1.72383
N 0.13546 -2.97030 -0.81266
H 0.87777 -2.56819 -2.67994
H 1.97088 -2.48759 -1.48744
H 0.53340 -3.87170 -0.55851
H -0.72878 -3.17251 -1.30879
*
```